[1]
The following is a DFT calculation (ωB97M-V/def2-TZVPD) of C43H36Co2O7PS as an isolated structure in a non-equilibrium geometry.

Last column: Mulliken charge in e.
Atoms and positions in Å:
C: 4.400 4.481 0.509  -0.820
O: 4.353 3.189 -0.157  -0.456
C: 3.362 2.337 0.207  0.983
C: 3.309 1.096 -0.467  -0.532
C: 2.318 0.192 -0.155  -0.455
C: 1.351 0.473 0.830  0.228
C: 0.283 -0.564 1.127  1.016
C: -0.557 -0.362 2.251  -0.838
S: -1.785 -1.464 2.592  0.434
C: -1.568 -1.641 4.402  -0.952
C: -3.266 -0.385 2.628  -1.105
O: 0.153 -1.568 0.384  -0.781
C: 1.414 1.715 1.490  -0.715
C: 2.407 2.639 1.197  -0.580
H: 5.252 4.975 0.033  0.244
H: 3.472 5.059 0.346  0.329
H: 4.569 4.372 1.596  0.324
H: 4.038 0.860 -1.229  0.416
H: 2.278 -0.759 -0.679  0.420
H: -0.457 0.476 2.927  0.112
H: -2.435 -2.196 4.773  0.449
H: -0.651 -2.222 4.551  0.197
H: -1.499 -0.638 4.841  0.404
H: -4.088 -0.983 3.035  0.383
H: -3.044 0.495 3.245  0.329
H: -3.469 -0.109 1.588  0.388
H: 0.677 1.977 2.245  0.245
H: 2.443 3.590 1.720  0.339
O: 0.038 -9.596 4.312  -0.402
C: 0.793 -8.745 4.481  0.115
Co: 2.033 -7.476 4.372  -0.234
C: 1.091 -5.993 4.536  0.291
O: 0.566 -4.965 4.638  -0.481
C: 2.706 -7.379 5.968  0.771
O: 3.201 -7.363 7.015  -0.455
C: 3.573 -8.019 3.252  -0.332
C: 2.583 -7.322 2.498  0.373
C: 1.462 -7.714 1.803  -0.753
C: 0.299 -6.926 1.525  0.704
C: -0.935 -7.579 1.268  -0.685
C: -2.117 -6.848 1.169  -0.622
C: -2.071 -5.443 1.257  -0.437
C: -0.849 -4.783 1.437  0.170
C: 0.319 -5.525 1.579  -0.691
Co: 4.231 -6.401 2.813  0.699
C: 3.785 -4.733 2.537  -0.012
O: 3.385 -3.659 2.314  -0.564
C: 5.359 -6.831 1.558  0.013
O: 5.991 -7.179 0.631  -0.529
P: 5.662 -6.160 4.512  0.987
C: 5.202 -5.030 5.890  -0.051
C: 6.013 -4.689 6.987  -0.364
C: 5.541 -3.819 7.979  -0.727
C: 4.268 -3.251 7.895  -0.551
C: 3.469 -3.555 6.797  -0.832
C: 3.947 -4.422 5.819  0.439
C: 6.128 -7.747 5.281  0.602
C: 6.061 -8.052 6.647  -0.741
C: 6.272 -9.357 7.098  -0.567
C: 6.599 -10.379 6.206  -0.608
C: 6.707 -10.085 4.849  -0.702
C: 6.489 -8.781 4.402  -0.679
C: 7.244 -5.474 3.896  0.538
C: 8.472 -6.150 3.928  -0.309
C: 9.592 -5.634 3.270  -0.615
C: 9.517 -4.416 2.595  -0.483
C: 8.312 -3.714 2.583  -0.638
C: 7.197 -4.232 3.244  -0.424
H: 4.011 -8.981 3.107  0.577
H: 1.446 -8.769 1.540  0.422
H: -0.903 -8.669 1.209  0.343
H: -3.066 -7.379 1.017  0.324
H: -2.989 -4.863 1.164  0.374
H: -0.790 -3.691 1.450  0.406
H: 1.280 -5.036 1.718  0.443
H: 7.017 -5.103 7.080  0.453
H: 6.162 -3.579 8.841  0.359
H: 3.888 -2.582 8.665  0.375
H: 2.471 -3.130 6.685  0.459
H: 3.311 -4.616 4.953  -0.393
H: 5.856 -7.279 7.383  0.391
H: 6.176 -9.582 8.159  0.369
H: 6.770 -11.395 6.559  0.350
H: 6.936 -10.863 4.119  0.399
H: 6.559 -8.580 3.330  0.426
H: 8.562 -7.101 4.446  0.297
H: 10.530 -6.189 3.271  0.382
H: 10.387 -4.007 2.084  0.350
H: 8.227 -2.767 2.046  0.390
H: 6.259 -3.676 3.208  0.283

Results
- Charge: -1
- Energy: -154881.939 eV
- Energy relative to the best compared isomer or geometry (same formula, charge and spin): 0.00 kJ/mol

[2]
The following is a DFT calculation (ωB97M-V/def2-TZVPD) of C5H11N3O11Pb2S as an isolated structure in a non-equilibrium geometry.

Last column: Mulliken charge in e.
Atoms and positions in Å:
Pb: 12.787 22.334 -8.820  1.586
Pb: 8.556 22.957 -11.899  1.579
N: 9.158 21.430 -8.739  0.807
O: 8.602 22.141 -9.640  -0.664
O: 8.549 20.603 -8.112  -0.420
O: 10.427 21.488 -8.662  -0.409
N: 11.588 21.008 -12.033  0.832
O: 12.189 21.041 -10.918  -0.558
O: 12.149 20.604 -13.028  -0.403
O: 10.350 21.381 -12.128  -0.535
C: 8.212 17.969 -10.517  -0.232
C: 9.652 18.264 -11.066  0.013
O: 10.118 17.013 -11.503  -0.391
S: 8.838 16.164 -12.102  1.076
O: 9.119 14.750 -12.104  -0.497
O: 8.314 16.843 -13.255  -0.526
O: 7.993 16.602 -10.795  -0.344
H: 7.407 18.554 -10.968  0.260
H: 8.106 18.172 -9.452  0.261
H: 10.331 18.684 -10.324  0.221
H: 9.673 18.916 -11.942  0.118
C: 10.782 22.219 -5.302  -1.219
C: 11.793 21.177 -5.685  1.027
O: 12.604 21.330 -6.647  -0.747
N: 11.712 19.981 -5.126  -0.185
C: 12.712 18.899 -5.185  -0.809
H: 10.616 22.164 -4.228  0.430
H: 9.848 21.961 -5.808  0.266
H: 11.063 23.210 -5.646  0.290
H: 10.994 19.871 -4.424  0.238
H: 12.165 17.961 -5.236  0.310
H: 13.285 18.907 -4.259  0.328
H: 13.413 19.016 -6.003  0.296

Results
- Charge: +2
- Energy: -53661.835 eV
- Energy relative to the best compared isomer or geometry (same formula, charge and spin): 0.00 kJ/mol

[3]
The following is a DFT calculation (ωB97M-V/def2-TZVPD) of a 3-piece molecular cluster, C24H33N2O6 overall.

Last column: Mulliken charge in e.
Atoms and positions in Å:
C: -4.432 1.955 2.099  -1.320
C: -3.431 2.796 1.311  -0.577
C: -3.418 2.410 -0.192  0.814
C: -4.353 3.314 -0.998  -1.751
C: -2.005 2.423 -0.714  -0.674
C: -1.431 3.628 -0.987  -0.227
N: -0.137 3.727 -1.346  0.161
C: 0.658 2.657 -1.482  -0.173
C: 2.075 2.831 -1.849  -0.495
C: 2.493 3.332 -3.077  -0.279
C: 3.855 3.394 -3.314  -0.553
C: 4.733 2.935 -2.337  -0.409
N: 4.343 2.421 -1.169  -0.575
C: 3.036 2.395 -0.944  -0.229
C: 0.118 1.429 -1.240  -0.451
C: -1.202 1.264 -0.843  0.156
C: -1.728 -0.114 -0.510  1.408
C: -2.911 -0.529 -1.418  -1.616
C: -0.636 -1.195 -0.558  -1.546
C: -1.097 -2.486 0.137  -1.067
H: -4.285 0.892 1.910  0.304
H: -4.348 2.140 3.167  0.403
H: -5.455 2.197 1.812  0.333
H: -2.438 2.621 1.729  0.438
H: -3.691 3.849 1.412  0.414
H: -3.836 1.415 -0.266  0.170
H: -5.370 3.189 -0.628  0.461
H: -4.107 4.370 -0.899  0.383
H: -4.369 3.036 -2.051  0.376
H: -1.961 4.563 -0.892  0.435
H: 0.263 4.642 -1.511  0.337
H: 1.789 3.653 -3.833  0.483
H: 4.245 3.766 -4.249  0.423
H: 5.798 2.972 -2.519  0.384
H: 2.707 1.964 -0.007  0.649
H: 0.773 0.581 -1.360  0.793
H: -2.042 -0.072 0.538  0.557
H: -3.834 -0.620 -0.848  0.298
H: -2.726 -1.512 -1.841  0.528
H: -3.101 0.190 -2.212  0.340
H: -0.411 -1.396 -1.607  0.524
H: 0.266 -0.854 -0.051  0.440
H: -0.238 -2.966 0.599  0.155
H: -1.828 -2.257 0.910  0.341
H: -1.527 -3.201 -0.559  0.410
C: 0.942 -6.138 1.329  0.074
C: 0.585 -6.267 2.798  -0.356
O: -0.675 -5.585 2.859  -0.346
C: -1.236 -5.603 1.631  0.708
O: -2.345 -5.254 1.387  -0.535
O: -0.350 -6.049 0.711  -0.346
H: 1.486 -6.990 0.932  0.320
H: 1.496 -5.221 1.117  -0.009
H: 0.435 -7.303 3.102  0.280
H: 1.297 -5.791 3.465  0.276
C: 5.178 -0.789 1.758  -0.391
C: 4.088 -0.371 0.789  -0.016
O: 3.471 -1.622 0.470  -0.348
C: 3.716 -2.498 1.479  0.600
O: 3.196 -3.557 1.586  -0.513
O: 4.623 -1.979 2.335  -0.331
H: 5.383 -0.059 2.535  0.298
H: 6.108 -1.047 1.249  0.268
H: 3.341 0.268 1.266  0.067
H: 4.459 0.105 -0.111  0.317

Results
- Charge: +1
- Energy: -40683.328 eV
- Energy relative to the best compared isomer or geometry (same formula, charge and spin): 0.00 kJ/mol

Question: Look up the energy of the second one.
Answer: -53661.835 eV

Question: The lowest charge belongs to which entry?
Answer: C43H36Co2O7PS